The following is a DFT calculation (wB97M-V/def2-TZVPD) of 2 unconnected molecules or ions with the total composition C3H10N2O2 at a distorted geometry.

```
! wB97M-V def2-TZVPD RIJCOSX def2/J DEFGRID3
* xyz 0 1
C -2.4247 -0.8207 -0.6225
N 0.7984 -0.5447 -1.4697
O -1.2242 -0.9999 0.1088
H 0.2577 0.3150 -1.6185
H 1.7741 -0.2697 -1.6061
H -2.2272 -1.1242 -1.6524
H -2.8013 0.2032 -0.6134
H -3.1989 -1.4483 -0.1759
C 2.0071 0.9137 0.8271
N 1.1148 -0.1640 0.4413
C -0.6268 0.1726 0.7249
O -0.9072 1.2902 0.2718
H 1.4221 -1.0667 0.7927
H -0.6486 -0.0751 1.8114
H 3.0036 0.7974 0.3894
H 2.1135 0.9740 1.9147
H 1.5678 1.8473 0.4764
*
```

Computed properties:
E_HOMO (alpha / beta), hartree: -0.329 / -0.329
HOMO-LUMO gap (alpha / beta), Eh: 0.3063 / 0.3064

The following is a DFT calculation (wB97M-V/def2-TZVPD) of 2 unconnected molecules or ions with the total composition C3H10N2O2 at a distorted geometry.

```
! wB97M-V def2-TZVPD RIJCOSX def2/J DEFGRID3
* xyz 0 1
N 2.1344 -0.0646 -2.1705
C 2.6278 -1.2843 -1.8364
O 2.3045 -1.8938 -0.8041
H 1.3959 0.3670 -1.5530
H 2.3528 0.3083 -3.0883
H 3.3970 -1.6974 -2.5808
N -2.7265 0.7156 1.8318
C -1.6881 0.8901 0.8272
C -0.6126 -0.1853 1.0630
O 0.3760 -0.0744 0.0239
H -3.5287 1.3738 1.6746
H -2.3779 0.9729 2.8075
H -1.2084 1.8831 0.7682
H -2.1522 0.6961 -0.1755
H -1.1015 -1.1731 1.0900
H -0.1498 0.0144 2.0324
H 0.9573 -0.8485 0.0901
*
```

Computed properties:
E_HOMO, hartree: -0.348
HOMO-LUMO gap, Eh: 0.3846
Structure (SMILES): NC=O.NCCO